1.
Density functional theory data (wB97M-V/def2-TZVPD) for a 2-piece molecular cluster, C2Cl6Si overall.

Output
largest force on an atom	2.30	eV Å⁻¹
SMILES	Cl[Si](Cl)(Cl)Cl.ClC#CCl
energy above the lowest of the compared OMol25 structures with the same formula, charge and spin	0.0	kJ/mol
net charge	0

Each line ends with the Löwdin charge.
Atoms and positions in Å:
1 C 2.613 -0.388 -0.065  -0.67
2 C 3.192 0.182 -0.922  -0.76
3 Si -2.279 0.002 0.390  -1.18
4 Cl 1.476 -0.852 1.024  0.65
5 Cl 4.154 0.922 -1.940  0.76
6 Cl -0.561 0.894 -0.166  0.30
7 Cl -2.705 -1.497 -0.901  0.31
8 Cl -2.096 -0.661 2.264  0.33
9 Cl -3.794 1.398 0.316  0.27



2.
Density functional theory data (wB97M-V/def2-TZVPD) for C2CsFLi2O2 as an isolated structure.

Output
largest force on an atom	5.64	eV Å⁻¹
energy above the lowest of the compared OMol25 structures with the same formula, charge and spin	14.0	kJ/mol
net charge	0

Each line ends with the Löwdin charge.
Atoms and positions in Å:
1 C 0.025 0.939 -1.547  -0.31
2 O -0.477 2.110 -1.418  -0.20
3 Li -0.292 -2.158 1.545  0.54
4 Cs -1.340 2.971 1.704  0.91
5 F 0.200 -0.377 2.335  -0.84
6 C 0.476 -0.200 -1.666  -0.26
7 O 0.931 -1.391 -1.314  -0.20
8 Li 2.628 -2.454 1.665  0.37



3.
Density functional theory data (wB97M-V/def2-TZVPD) for C2CuF3NO7S2 as an isolated structure.

Output
largest force on an atom	3.82	eV Å⁻¹
net charge	-1

Each line ends with the Löwdin charge.
Atoms and positions in Å:
1 N -0.729 -0.430 0.145  -0.32
2 S 0.035 -1.395 -0.884  0.45
3 O -0.911 -2.163 -1.686  -0.31
4 O 0.881 -0.549 -1.748  -0.41
5 S -0.854 1.064 0.626  0.79
6 O 0.204 1.659 -0.274  -0.46
7 O -1.043 2.393 1.273  -0.35
8 C -2.428 0.513 1.586  -0.70
9 F -3.326 0.033 0.733  0.11
10 F -2.125 -0.424 2.475  0.12
11 F -3.104 1.416 2.288  0.11
12 Cu 2.047 1.118 -1.222  0.49
13 O 1.021 -2.295 -0.115  -0.35
14 C 3.105 -1.532 0.205  -0.39
15 O 3.761 -2.422 0.630  0.16
16 O 3.174 -0.359 -0.069  0.07



4.
Density functional theory data (wB97M-V/def2-TZVPD) for C2F12N4NaO16S8 as an isolated structure.

Output
largest force on an atom	7.92	eV Å⁻¹
energy above the lowest of the compared OMol25 structures with the same formula, charge and spin	333.4	kJ/mol
net charge	-3

Each line ends with the Löwdin charge.
Atoms and positions in Å:
1 Na 3.316 0.963 -0.329  0.93
2 N 3.025 -3.129 -1.534  -0.28
3 S 2.037 -3.949 -2.341  0.38
4 O 0.880 -4.400 -1.604  -0.30
5 O 2.463 -4.867 -3.402  -0.31
6 F 1.470 -2.662 -3.086  -0.21
7 S 3.901 -4.564 -1.100  0.59
8 O 5.024 -5.031 -1.931  -0.31
9 O 3.079 -5.550 -0.433  -0.29
10 F 4.663 -3.786 0.109  -0.24
11 N 1.944 4.115 -2.871  -0.28
12 S 0.375 4.792 -2.964  0.53
13 O -0.755 3.911 -3.187  -0.28
14 O 0.321 6.120 -3.453  -0.28
15 F 0.324 5.055 -1.385  -0.22
16 S 2.002 4.023 -4.382  0.42
17 O 2.328 5.327 -5.021  -0.33
18 O 1.092 3.093 -4.992  -0.29
19 F 3.407 3.182 -4.313  -0.25
20 N 5.374 3.180 2.807  -0.26
21 S 4.977 3.358 4.546  0.59
22 O 5.814 4.164 5.402  -0.29
23 O 4.265 2.145 5.016  -0.32
24 F 3.771 4.333 4.233  -0.21
25 S 6.828 2.888 3.195  0.37
26 O 7.072 1.802 4.167  -0.33
27 O 7.734 3.988 3.144  -0.30
28 F 7.175 2.084 1.859  -0.23
29 C -8.158 -3.932 1.594  -0.58
30 F -9.117 -4.575 0.908  0.10
31 F -8.645 -3.119 2.603  0.09
32 F -7.338 -4.912 2.041  0.11
33 S -7.251 -2.867 0.246  0.69
34 O -6.868 -3.692 -0.898  -0.32
35 O -8.162 -1.772 -0.134  -0.35
36 N -5.804 -2.358 1.149  -0.29
37 S -5.786 -0.895 0.582  0.58
38 O -5.714 -0.655 -0.883  -0.34
39 O -6.653 0.016 1.392  -0.37
40 C -3.967 -0.517 1.187  -0.58
41 F -3.610 -1.369 2.228  0.05
42 F -3.047 -0.694 0.226  0.11
43 F -3.786 0.754 1.610  0.10



5.
Density functional theory data (wB97M-V/def2-TZVPD) for a 3-piece molecular cluster, C2F2O2S overall.

Output
largest force on an atom	2.90	eV Å⁻¹
energy above the lowest of the compared OMol25 structures with the same formula, charge and spin	84.9	kJ/mol
net charge	0

Each line ends with the Löwdin charge.
Atoms and positions in Å:
1 C -1.449 -0.558 -0.596  -0.22
2 C 2.204 0.385 -0.239  -0.84
3 O 1.408 0.208 -1.089  0.06
4 O -2.154 0.243 -0.150  0.21
5 F -0.662 -1.429 -0.277  0.29
6 F -2.597 0.412 1.488  -0.30
7 S 3.252 0.739 0.862  0.80



6.
Density functional theory data (wB97M-V/def2-TZVPD) for a 3-piece molecular cluster, C2F2O2S overall.

Output
largest force on an atom	4.99	eV Å⁻¹
energy above the lowest of the compared OMol25 structures with the same formula, charge and spin	120.3	kJ/mol
net charge	0

Each line ends with the Löwdin charge.
Atoms and positions in Å:
1 C 1.332 0.462 -0.281  -0.14
2 C -1.723 -0.319 0.520  -0.88
3 O -1.488 -1.220 -0.203  0.10
4 O 1.887 -0.502 -0.487  0.22
5 F 0.185 1.013 -0.518  0.16
6 F 1.490 -1.739 -1.613  -0.27
7 S -2.426 0.825 1.291  0.81



Number 1: electronic energy -85089.1919 eV. Number 2: electronic energy -9840.6112 eV. Number 3: electronic energy -92355.9332 eV. Number 4: electronic energy -164498.1988 eV. Number 5: electronic energy -22433.8631 eV. Number 6: electronic energy -22433.4964 eV.